82
Properties=species:S:1:pos:R:3:mulliken_charge:R:1 method="wB97M-V/def2-TZVPD" mol_weight_da=715.7 orbital_gap_ev=3.00 spin_multiplicity=1 homo_ev=0.82 total_charge=-2
Ag 1.243 -0.013 -0.889 0.218
O 0.983 0.796 2.263 -0.281
S 0.818 1.110 3.695 -0.040
C -0.237 2.604 3.823 -1.041
C -1.733 2.472 3.584 -0.976
C -2.116 1.961 2.199 1.014
C -3.631 1.910 2.054 -0.984
S -4.227 0.683 0.850 0.003
O -3.531 -0.588 1.203 -0.423
C -3.481 1.410 -0.597 0.616
C -4.290 2.231 -1.378 -0.457
C -3.719 2.884 -2.461 -0.358
C -2.366 2.715 -2.742 -0.848
C -1.554 1.888 -1.972 -0.273
C -2.142 1.221 -0.897 -0.692
C -0.373 -0.073 4.342 0.438
C -0.960 -0.947 3.443 -0.441
C -1.940 -1.819 3.900 -0.700
C -2.289 -1.837 5.242 -0.821
C -1.659 -0.984 6.144 -0.396
C -0.697 -0.095 5.693 -0.366
H 0.234 3.262 3.087 0.535
H -0.036 3.011 4.818 0.429
H -2.180 3.461 3.747 0.531
H -2.164 1.814 4.344 0.243
H -1.713 0.959 2.051 -0.727
H -1.669 2.585 1.423 0.357
H -4.064 2.871 1.763 0.465
H -4.097 1.591 2.992 0.490
H -5.342 2.349 -1.141 0.349
H -4.332 3.524 -3.087 0.346
H -1.931 3.245 -3.584 0.391
H -0.426 1.803 -2.071 0.681
H -1.535 0.565 -0.286 0.515
H -0.654 -0.924 2.400 0.513
H -2.439 -2.468 3.194 0.704
H -3.054 -2.520 5.592 0.370
H -1.924 -1.010 7.194 0.366
H -0.207 0.583 6.385 0.362
N 0.917 -1.781 -3.751 -0.520
C 1.764 -1.254 -4.709 0.259
C 2.007 0.128 -4.768 0.211
C 2.805 0.639 -5.776 -0.594
C 3.388 -0.184 -6.738 -0.455
C 3.165 -1.552 -6.664 -0.433
C 2.363 -2.084 -5.665 -0.406
H 1.207 -2.652 -3.320 0.353
H 0.681 -1.132 -3.007 -0.027
H 1.626 0.771 -3.966 0.174
H 2.994 1.708 -5.793 0.323
H 4.016 0.232 -7.518 0.365
H 3.620 -2.218 -7.391 0.312
H 2.187 -3.154 -5.615 0.349
C 2.180 3.906 -2.549 -1.796
C 2.287 2.729 -1.545 1.240
C 2.094 3.335 -0.123 -1.513
C 3.751 2.219 -1.613 -1.729
N 1.313 1.753 -1.884 -0.556
H 2.892 4.718 -2.341 0.377
H 1.163 4.310 -2.512 0.373
H 2.355 3.528 -3.559 0.233
H 2.811 4.140 0.113 0.456
H 2.190 2.537 0.618 0.149
H 1.074 3.729 -0.053 0.293
H 4.493 3.006 -1.396 0.398
H 3.945 1.813 -2.609 0.314
H 3.875 1.405 -0.893 0.289
O 2.556 -5.476 0.524 -0.531
C 1.309 -5.298 1.056 1.317
C 0.810 -6.218 1.975 -0.818
C -0.443 -6.044 2.545 -0.525
C -1.200 -4.934 2.205 -0.771
C -0.684 -4.013 1.302 -0.284
C 0.559 -4.175 0.701 -0.063
C 1.014 -3.134 -0.330 0.385
O 1.540 -3.555 -1.365 -0.834
O 0.691 -1.957 -0.013 -0.226
H 2.940 -6.258 0.931 0.268
H 1.417 -7.079 2.245 0.182
H -0.817 -6.773 3.254 0.357
H -2.177 -4.780 2.647 0.396
H -1.243 -3.127 1.027 0.593

67
Properties=species:S:1:pos:R:3:mulliken_charge:R:1 method="wB97M-V/def2-TZVPD" mol_weight_da=720.8 orbital_gap_ev=6.19 spin_multiplicity=1 homo_ev=-3.48 total_charge=-1
Pd 14.877 11.809 9.006 -0.111
O 17.433 10.343 11.501 -0.598
S 16.873 11.577 11.063 0.969
O 17.703 12.802 11.628 -0.525
O 16.860 11.783 9.584 -0.833
O 15.442 11.758 11.450 -0.526
N 18.530 14.298 9.741 -0.445
C 17.754 15.334 9.046 -1.151
C 16.291 14.966 8.816 0.213
N 15.469 14.888 9.994 -0.454
H 19.304 14.727 10.270 0.275
H 18.954 13.630 9.093 0.270
H 17.955 13.428 10.809 0.301
H 18.203 15.545 8.062 0.401
H 17.798 16.255 9.650 0.331
H 16.190 14.016 8.242 -0.032
H 15.867 15.754 8.179 0.447
H 16.054 14.792 10.831 0.305
H 14.935 14.018 9.961 -0.081
C 7.543 11.801 9.751 -0.466
C 8.148 11.579 10.989 -0.511
C 9.520 11.422 11.099 -0.758
C 10.328 11.507 9.960 0.253
C 9.732 11.771 8.724 0.094
C 8.358 11.913 8.627 -0.716
Sb 12.486 11.499 10.311 0.956
C 12.479 13.566 10.884 0.376
C 11.724 14.512 10.187 -0.328
C 11.650 15.824 10.642 -0.702
C 12.360 16.214 11.777 -0.414
C 13.122 15.275 12.476 -0.445
C 13.159 13.949 12.040 -0.666
C 13.072 11.810 8.069 0.217
C 13.320 13.100 7.495 -0.094
C 13.840 13.124 6.187 -0.339
C 13.694 12.017 5.376 -0.465
C 13.080 10.862 5.856 -0.606
C 12.666 10.791 7.174 -0.568
H 6.460 11.890 9.679 0.350
H 7.544 11.478 11.881 0.360
H 9.970 11.276 12.079 0.283
H 10.360 11.904 7.856 0.260
H 7.931 12.067 7.651 0.387
H 11.180 14.205 9.301 0.426
H 11.002 16.509 10.126 0.395
H 12.323 17.239 12.127 0.358
H 13.684 15.586 13.347 0.404
H 13.727 13.206 12.590 0.355
H 13.141 14.032 8.025 0.230
H 14.288 14.039 5.804 0.395
H 14.100 12.071 4.376 0.360
H 12.946 9.993 5.221 0.348
H 12.037 9.965 7.506 0.395
O 15.164 9.134 7.955 -0.630
S 15.393 9.068 9.436 0.771
C 16.685 7.788 9.656 -0.805
C 15.817 6.558 9.765 -0.616
C 14.625 6.880 10.655 -0.682
C 14.088 8.294 10.469 -0.512
H 17.205 8.056 10.586 0.293
H 17.360 7.841 8.809 0.441
H 16.375 5.703 10.162 0.359
H 15.455 6.273 8.771 0.284
H 14.919 6.763 11.715 0.284
H 13.838 6.134 10.498 0.302
H 14.074 8.851 11.421 0.251
H 13.125 8.347 9.985 0.380

56
Properties=species:S:1:pos:R:3:mulliken_charge:R:1 method="wB97M-V/def2-TZVPD" mol_weight_da=353.3 orbital_gap_ev=8.16 spin_multiplicity=1 homo_ev=-8.53
O 1.058 1.329 2.277 -0.541
C 1.990 0.502 2.266 -0.017
O 2.457 -0.045 3.446 -0.435
C 2.371 -0.630 1.205 0.561
C 1.340 -1.732 1.637 -0.158
C 2.053 -2.925 2.308 -0.825
O 2.851 -3.666 1.420 -0.601
N 2.024 -0.070 -0.094 -0.505
H 2.370 0.186 4.326 0.314
H 3.454 -1.074 1.176 0.628
H 0.544 -1.466 2.430 0.179
H 0.825 -1.897 0.739 0.128
H 2.725 -2.455 3.119 0.232
H 1.306 -3.503 2.720 0.502
H 3.643 -3.163 0.918 0.363
H 0.998 0.118 -0.209 0.071
H 2.382 -0.544 -0.894 0.124
H -3.692 -2.478 0.409 0.351
H -2.461 -3.292 0.013 0.306
O -3.339 -3.389 0.380 -0.639
H -1.913 -0.249 0.479 0.256
H -1.058 -1.242 1.109 0.345
O -1.500 -1.137 0.246 -0.554
H -1.566 0.259 -1.744 0.241
H -2.047 0.911 -2.990 0.255
O -1.382 0.429 -2.683 -0.643
H -1.257 2.391 0.674 0.413
H -2.220 1.561 -0.123 0.144
O -1.623 1.522 0.580 -0.606
H 0.218 4.205 0.909 0.300
H -1.367 4.658 0.890 0.277
O -0.715 3.994 0.736 -0.593
H 0.264 -2.877 -2.631 0.256
H -0.940 -3.833 -2.389 0.304
O -0.350 -3.365 -3.063 -0.625
H 0.350 1.298 -2.904 0.282
H 0.971 2.453 -3.476 0.288
O 1.007 1.480 -3.559 -0.584
H 0.224 -0.829 -2.340 0.403
H -0.333 -1.219 -1.007 0.206
O 0.458 -1.181 -1.568 -0.383
H 3.249 -1.065 -1.995 0.384
H 3.119 -2.622 -1.637 0.351
O 3.720 -1.830 -1.641 -0.624
H -2.058 4.361 -2.058 0.320
H -2.819 4.391 -0.799 0.270
O -2.855 3.989 -1.739 -0.656
H -4.594 0.908 -1.752 0.261
H -3.852 2.395 -1.571 0.304
O -3.796 1.445 -1.514 -0.571
H 2.796 4.263 0.670 0.326
H 2.144 3.013 1.254 0.341
O 2.044 3.981 1.280 -0.736
H -5.247 -0.673 0.963 0.269
H -4.379 0.616 0.693 0.283
O -4.344 -0.344 0.800 -0.542

16
Properties=species:S:1:pos:R:3:mulliken_charge:R:1 method="wB97M-V/def2-TZVPD" mol_weight_da=121.1 orbital_gap_ev=8.83 spin_multiplicity=1 homo_ev=-8.19
C -1.664 -0.713 1.728 -0.542
C -0.787 0.346 1.886 -0.543
C -1.558 -1.182 0.419 -0.410
C -0.227 0.618 0.684 -0.067
C 0.913 0.261 -1.726 -0.585
C -0.076 -0.575 -1.420 -0.068
C 1.282 1.360 -0.800 -0.197
N -0.602 -0.387 -0.202 0.174
O 2.515 1.254 -0.195 -0.523
H -2.085 -1.209 2.559 0.415
H -0.526 1.009 2.631 0.469
H -1.827 -2.217 0.151 0.253
H 1.176 0.211 -2.710 0.443
H -0.447 -1.367 -2.037 0.411
H 1.307 2.318 -1.145 0.363
H 2.605 0.275 0.175 0.407

68
Properties=species:S:1:pos:R:3:mulliken_charge:R:1 method="wB97M-V/def2-TZVPD" mol_weight_da=927.8 orbital_gap_ev="6.67 / 4.79" spin_multiplicity=2 homo_ev="-4.41 / -4.40" s_squared=0.768 total_charge=-1
Cd 0.758 -1.227 0.503 0.923
S -0.490 2.064 3.512 -0.706
Sb 1.372 0.803 3.069 0.359
S 0.515 -1.484 2.918 -0.761
S 1.731 1.002 0.549 -0.494
C 2.877 1.486 -3.965 -1.109
Si 1.017 1.834 -4.090 0.914
C 0.298 0.653 -5.402 -0.922
C 0.883 3.543 -4.940 -1.187
Sb -0.111 1.704 -1.743 -0.337
Si 0.396 4.186 -1.026 0.413
C -0.426 4.450 0.649 -0.549
C -0.238 5.584 -2.155 -1.107
C 2.286 4.318 -0.934 -0.881
Si -2.590 1.985 -2.607 0.493
C -3.381 0.410 -3.324 -1.004
C -3.599 2.593 -1.116 -0.902
C -2.807 3.352 -3.922 -1.056
H 3.324 1.246 -4.931 0.341
H 3.020 0.633 -3.303 0.231
H 3.414 2.335 -3.538 0.291
H 0.550 0.985 -6.410 0.443
H -0.790 0.589 -5.332 0.104
H 0.701 -0.349 -5.262 0.211
H 1.309 3.479 -5.944 0.439
H 1.431 4.312 -4.395 0.275
H -0.153 3.872 -5.034 0.283
H -1.479 4.713 0.533 0.298
H 0.054 5.239 1.232 0.409
H -0.380 3.539 1.251 -0.190
H -1.324 5.541 -2.248 0.238
H 0.193 5.536 -3.154 0.265
H 0.017 6.553 -1.721 0.429
H 2.660 3.432 -0.420 0.227
H 2.625 5.196 -0.380 0.413
H 2.729 4.347 -1.931 0.223
H -2.916 -0.465 -2.872 0.139
H -3.242 0.349 -4.405 0.353
H -4.453 0.373 -3.120 0.472
H -3.480 1.936 -0.257 0.154
H -4.664 2.648 -1.355 0.386
H -3.264 3.587 -0.812 0.231
H -2.450 3.044 -4.906 0.281
H -2.263 4.252 -3.635 0.159
H -3.861 3.620 -4.019 0.409
Cl -2.030 -0.644 0.564 0.011
C -2.615 -0.466 2.241 -0.089
Cl -4.380 -0.427 2.277 -0.215
H -2.219 0.461 2.657 -0.096
H -2.259 -1.321 2.802 0.326
C 1.032 -5.633 -6.892 -1.469
C 0.888 -4.773 -5.666 1.067
C 1.883 -4.763 -4.690 -0.808
C 1.786 -3.931 -3.589 -0.746
C 0.685 -3.098 -3.461 -0.191
C -0.337 -3.131 -4.392 -0.164
C -0.235 -3.971 -5.490 -0.732
S 0.593 -2.045 -2.036 1.647
O 0.895 -2.937 -0.909 -0.902
O -0.753 -1.498 -1.959 -0.316
O 1.603 -1.018 -2.213 -0.522
H 1.510 -6.583 -6.657 0.373
H 1.650 -5.121 -7.632 0.283
H 0.057 -5.824 -7.338 0.357
H 2.737 -5.422 -4.791 0.345
H 2.543 -3.926 -2.815 0.457
H -1.206 -2.507 -4.229 0.461
H -1.036 -4.007 -6.219 0.321

70
Properties=species:S:1:pos:R:3:mulliken_charge:R:1 method="wB97M-V/def2-TZVPD" mol_weight_da=698.3 orbital_gap_ev="4.25 / 5.13" spin_multiplicity=3 homo_ev="0.45 / -0.44" s_squared=2.017 total_charge=-2
Pt 0.087 -0.299 -0.201 0.378
C 0.134 -3.586 0.120 -0.924
Si -1.471 -3.100 -0.728 0.190
C -2.818 -4.007 0.252 -1.034
C -1.409 -3.920 -2.438 -1.193
N -1.666 -1.414 -0.794 0.152
C -2.638 -0.726 -1.475 0.676
C -3.800 -1.307 -2.001 -0.572
C -4.783 -0.564 -2.657 -0.975
C -4.604 0.800 -2.808 -0.840
C -3.448 1.401 -2.308 -0.739
C -2.443 0.679 -1.644 0.623
N -1.280 1.234 -1.171 0.402
Si -0.600 2.771 -1.220 -0.195
C 0.979 2.815 -2.253 -0.695
C -0.074 3.358 0.497 -0.763
C -1.626 4.229 -1.892 -1.384
H 0.167 -4.674 0.255 0.353
H 0.204 -3.121 1.107 0.214
H 1.010 -3.281 -0.457 0.156
H -2.709 -5.094 0.157 0.370
H -3.826 -3.730 -0.066 0.305
H -2.727 -3.743 1.310 0.149
H -1.431 -5.013 -2.365 0.341
H -0.485 -3.633 -2.952 0.214
H -2.246 -3.600 -3.065 0.352
H -3.944 -2.375 -1.870 0.133
H -5.674 -1.053 -3.036 0.353
H -5.356 1.402 -3.310 0.343
H -3.302 2.466 -2.442 0.127
H 1.602 1.955 -1.996 0.012
H 1.556 3.726 -2.054 0.300
H 0.768 2.771 -3.326 0.285
H 0.585 2.607 0.939 0.011
H -0.929 3.496 1.166 0.268
H 0.477 4.303 0.442 0.452
H -1.839 4.118 -2.960 0.350
H -1.062 5.158 -1.754 0.307
H -2.581 4.333 -1.368 0.333
Cl -0.751 -2.556 3.817 -0.289
C -1.969 -1.501 3.102 0.768
C -3.294 -1.821 3.352 -0.555
C -4.309 -1.029 2.841 -0.453
C -3.959 0.088 2.078 -0.668
C -2.638 0.395 1.845 0.052
C -1.567 -0.387 2.342 -0.154
C -0.194 -0.040 2.040 -1.557
H -3.525 -2.699 3.944 0.355
H -5.347 -1.280 3.026 0.324
H -4.736 0.701 1.635 0.366
H -2.377 1.233 1.208 0.081
H 0.555 -0.578 2.612 0.524
H -0.013 1.032 2.044 0.447
C 4.040 -1.559 -3.967 -0.435
C 2.644 -1.681 -3.791 -0.877
C 2.047 -1.179 -2.668 -0.525
C 2.790 -0.535 -1.641 1.270
C 2.143 -0.038 -0.446 -1.006
C 2.977 0.597 0.456 0.640
C 4.363 0.771 0.248 -0.932
C 4.971 0.283 -0.874 -0.801
C 4.194 -0.392 -1.845 1.157
C 4.790 -0.924 -3.019 -0.827
H 4.511 -1.968 -4.854 0.348
H 2.048 -2.168 -4.554 0.400
H 0.973 -1.255 -2.530 0.299
H 2.550 0.983 1.377 0.277
H 4.952 1.298 0.994 0.342
H 6.037 0.409 -1.033 0.288
H 5.862 -0.808 -3.151 0.308

36
Properties=species:S:1:pos:R:3:mulliken_charge:R:1 method="wB97M-V/def2-TZVPD" mol_weight_da=451.2 orbital_gap_ev="7.30 / 7.42" spin_multiplicity=1 homo_ev="-19.27 / -19.27" total_charge=+3
W -0.500 0.716 0.342 0.907
C -2.484 -2.889 -1.053 -0.829
C -1.508 -3.491 -1.833 -0.453
C -0.266 -2.875 -1.968 -0.838
C -0.036 -1.676 -1.324 1.088
N -0.995 -1.090 -0.556 -0.267
C -2.196 -1.688 -0.438 0.188
C 1.231 -0.925 -1.377 0.693
C 2.334 -1.278 -2.128 -0.796
C 3.475 -0.483 -2.080 -0.447
C 3.495 0.651 -1.276 -0.807
C 2.367 0.967 -0.553 -0.040
N 1.252 0.200 -0.602 -0.187
H -3.463 -3.329 -0.925 0.451
H -1.703 -4.430 -2.336 0.492
H 0.505 -3.331 -2.572 0.441
H -2.938 -1.173 0.164 0.451
H 2.321 -2.157 -2.756 0.434
H 4.342 -0.750 -2.671 0.496
H 4.365 1.290 -1.212 0.456
H 2.319 1.845 0.080 0.507
N 0.555 0.040 3.398 -0.298
C -0.078 0.403 4.512 0.074
C -1.286 1.011 4.160 -0.844
C -1.281 1.006 2.787 -0.116
N -0.142 0.417 2.306 0.196
H 1.444 -0.434 3.293 0.231
H 0.362 0.185 5.475 0.494
H -2.041 1.395 4.825 0.425
H -2.043 1.390 2.091 0.502
C -1.225 3.883 -0.892 -1.020
C -0.984 2.462 -0.624 0.675
O -1.232 1.483 -1.373 -0.336
H -2.302 4.044 -0.744 0.344
H -0.993 4.099 -1.938 0.390
H -0.671 4.513 -0.201 0.344

11
Properties=species:S:1:pos:R:3:mulliken_charge:R:1 method="wB97M-V/def2-TZVPD" mol_weight_da=87.1 smiles=N#C[C@H](O)CO orbital_gap_ev=11.43 spin_multiplicity=1 homo_ev=-11.03
N -2.602 -1.018 -1.029 -0.390
C -1.774 -0.452 -0.457 0.105
C -0.657 0.201 0.251 0.340
O -0.642 1.563 -0.085 -0.510
C 0.661 -0.466 -0.143 -0.503
O 1.655 0.328 0.475 -0.536
H -0.802 0.060 1.333 0.185
H 0.221 1.890 0.215 0.357
H 0.761 -0.462 -1.237 0.305
H 0.683 -1.501 0.219 0.343
H 2.494 -0.144 0.458 0.304

12
Properties=species:S:1:pos:R:3:mulliken_charge:R:1 method="wB97M-V/def2-TZVPD" mol_weight_da=100.2 smiles="C1=C[N@H+]2C[C@H]2S1" orbital_gap_ev=9.88 spin_multiplicity=1 homo_ev=-13.52 total_charge=+1
C -0.140 -1.716 0.189 -0.189
C -0.269 -0.888 -0.869 -0.395
N 0.218 0.411 -0.608 -0.051
C -0.463 1.242 0.426 -0.495
C 0.830 0.604 0.743 0.076
S 0.860 -1.080 1.445 -0.052
H -0.558 -2.676 0.138 0.438
H -0.888 -1.007 -1.813 0.335
H 0.505 0.865 -1.524 0.360
H -1.353 0.782 0.701 0.290
H -0.513 2.303 0.454 0.313
H 1.771 1.161 0.718 0.370